# 1
90
Properties=species:S:1:pos:R:3 method="wB97M-V/def2-TZVPD" spin_multiplicity=1 charge=+1 gap_ev=6.09
H 3.30 1.55 6.60
H 6.34 -6.92 2.75
I 5.19 -2.22 0.93
H -0.97 -3.81 5.28
C -2.94 3.56 -8.56
H 2.60 1.35 -8.89
C 6.08 -5.86 4.61
C 1.97 1.79 -9.67
H 4.98 -5.85 4.63
F -1.42 -4.49 -0.20
C -4.57 -4.12 8.18
H -0.07 -1.24 -3.56
Cl -2.89 5.11 -6.31
O -0.23 -1.84 -1.22
C 1.57 2.80 6.88
C 1.70 5.59 3.36
H 0.23 -2.06 1.21
Cl -1.95 -0.12 -6.55
H 0.05 1.23 -8.81
Cl -0.18 2.68 7.19
H 2.50 -6.36 0.07
Cl -0.40 3.04 -10.26
H 1.57 6.65 3.58
Cl 0.50 3.28 2.49
C 0.60 2.13 -9.10
H -5.64 9.41 -4.65
C -1.45 -1.19 -5.21
Cl -4.36 -4.62 6.48
H -1.94 -1.52 5.86
Cl -0.05 -1.15 4.53
H -4.79 -2.33 9.36
H -3.12 2.80 -6.56
H 3.10 -2.91 -1.73
H -1.23 -2.18 -5.63
H -5.22 -2.10 7.66
C 4.24 -4.00 -0.03
H 2.38 5.49 2.52
H 2.93 -4.82 -1.80
H -4.02 10.14 -4.56
Cl 1.87 0.59 -10.98
Cl -1.52 -3.82 2.98
H 1.03 -6.97 0.55
H -0.45 -4.22 1.54
C 2.26 1.45 6.93
Cl -2.31 7.79 -4.46
H 1.83 -1.06 -0.17
H -4.56 3.66 -7.12
Cl -4.72 9.22 -2.50
H 6.43 -6.71 5.19
O 4.81 -5.17 0.30
H -3.81 -4.61 8.78
C -4.52 -2.61 8.34
H 1.99 3.50 7.61
H 7.70 -5.86 3.15
C 0.92 -4.91 0.03
C 2.96 -3.87 -1.08
H 1.68 3.24 5.88
C -4.62 9.26 -4.28
H -4.11 8.00 -5.95
Cl 6.66 -4.40 5.44
N -0.45 -4.83 0.70
H -3.21 2.59 -9.00
H -2.31 -1.28 -4.55
N 1.47 -6.33 -0.18
H -0.44 0.40 -4.11
C -3.47 3.65 -7.14
C -0.26 -0.63 -4.44
Cl 5.91 -4.70 2.12
Cl -2.89 -1.95 8.03
H -0.31 4.97 3.94
Cl -3.64 4.81 -9.63
C -4.04 7.98 -4.85
Cl 2.47 4.86 4.79
C -1.68 -1.80 4.83
H -2.71 -3.68 4.99
C 0.35 4.96 3.06
H -5.55 -4.49 8.50
Cl 2.30 0.77 8.57
H -2.38 -1.30 4.16
Cl 1.23 -0.64 -5.41
H -0.15 5.52 2.26
P 0.87 -2.13 -0.10
H -1.85 3.65 -8.60
H 0.72 2.76 -8.22
C 6.61 -5.95 3.18
H 2.48 2.67 -10.05
N 1.61 -3.76 -0.37
H 1.77 0.72 6.27
C -1.73 -3.31 4.67
H -4.57 7.10 -4.49

=====

# 2
93
Properties=species:S:1:pos:R:3 method="wB97M-V/def2-TZVPD" spin_multiplicity=1 charge=+1 gap_ev=6.41
F 4.74 3.42 5.09
P -1.08 4.58 -4.77
F 2.52 -0.34 6.34
C -2.56 -7.80 0.59
H -3.62 -7.70 0.30
H -2.92 6.20 -2.84
H -4.75 -5.57 1.14
C -2.18 5.44 -7.07
H -0.04 7.55 -3.80
N -3.26 -4.83 -0.19
F 4.99 1.42 3.24
N -1.83 4.43 -3.23
N -1.75 5.87 -5.74
H -2.27 6.31 -7.72
C 1.14 0.77 4.27
H -3.01 7.51 -5.97
O 2.66 1.94 1.39
H -3.05 -4.57 -2.28
C -4.30 -4.62 0.81
C -0.92 -6.63 -1.83
H -2.11 -7.51 3.08
C 0.47 6.93 -4.54
H -3.17 -6.10 2.90
C -3.76 -4.94 -1.55
N 0.24 5.52 -4.30
H 2.38 -3.99 3.51
H 1.54 7.15 -4.48
H 0.12 -3.57 -1.05
F 0.25 1.67 -0.62
O -0.45 -4.66 1.07
N 2.07 -1.55 1.53
H -1.40 6.09 -1.94
H 1.05 -5.08 -1.05
H -0.54 -6.52 -2.85
H 0.16 7.24 -5.54
H -4.02 -5.97 -1.79
H -5.11 -4.00 0.42
F 3.49 1.53 6.92
C -2.23 5.51 -2.36
H 1.84 2.35 5.51
F 6.79 3.10 4.54
H -1.42 -5.90 3.08
H 2.84 2.08 4.11
H -3.68 6.25 -4.93
H -4.65 -4.33 -1.67
H -1.71 2.34 -3.20
H 1.64 -1.92 4.64
H -2.51 -8.62 1.30
H -2.26 3.04 -1.69
N -1.99 -6.60 1.18
O 0.42 2.43 2.05
N -1.07 -5.31 -1.23
C 3.20 0.76 5.84
C -2.76 6.77 -5.21
C 4.52 0.21 5.25
C 5.75 2.57 5.18
H 2.66 -3.49 0.98
F 6.12 2.38 6.44
F 6.63 0.58 4.37
P -1.71 -5.11 0.38
F 4.27 -0.83 4.42
C 0.17 -4.57 -1.47
N 1.83 -1.96 3.65
H -3.91 -4.11 1.69
C -2.19 -6.52 2.62
H -1.45 4.77 -7.52
H 0.31 1.47 4.15
F -0.14 -0.28 0.23
C -1.57 3.18 -2.53
H 1.28 3.84 -3.56
C 1.19 4.91 -3.38
N 1.43 0.28 2.91
H 2.18 5.33 -3.50
C 0.74 0.67 0.05
O -1.67 3.41 -5.48
C 2.36 -2.81 1.76
H -2.39 7.35 -4.36
F 1.78 0.23 -0.61
H 0.89 5.05 -2.33
H 0.32 -4.47 -2.55
H -0.55 3.13 -2.13
H -3.15 4.93 -7.05
H -2.00 -8.14 -0.27
C 5.44 1.21 4.49
S 1.36 1.43 1.66
C 2.30 1.57 4.90
H -0.23 -7.27 -1.27
C 1.76 -1.01 2.71
N 2.22 -3.10 3.05
H 0.76 -0.04 4.89
H -1.88 -7.14 -1.95
F 5.23 -0.28 6.28
H -2.79 5.11 -1.51

=====

# 3
75
Properties=species:S:1:pos:R:3 method="wB97M-V/def2-TZVPD" relative_energy_ev=0.000 spin_multiplicity=1 charge=+1 gap_ev=9.22
C -0.91 -0.43 3.78
C 1.03 5.75 -4.80
H -0.56 0.12 4.66
C 2.26 -8.24 2.44
C -0.97 6.45 -0.28
H 0.14 6.08 -2.09
C 2.46 5.90 -5.03
H -0.04 7.31 1.49
O -2.09 -1.14 4.12
H 1.80 -7.92 3.37
C -1.94 -4.26 2.51
H 1.34 -2.04 1.67
H 0.20 -4.04 2.48
C 0.36 -1.60 1.86
N -0.10 5.66 -4.62
H -1.93 -0.13 1.33
H 0.61 -9.46 1.82
C -1.52 1.47 -0.06
C -0.66 -3.91 1.82
H 2.99 5.31 -4.28
H 0.14 2.54 -0.86
H -1.73 5.70 -0.50
C 1.19 -8.63 1.42
H 1.12 8.25 -5.87
N -0.60 -2.54 1.23
N -1.99 -3.27 -0.49
C 0.32 6.11 -1.02
N 0.04 -4.88 -1.25
H 0.34 -0.63 1.38
H 3.97 7.42 -5.10
H -0.88 -3.09 -2.74
H 2.55 9.26 -5.95
N -1.19 -1.00 -0.41
H 2.92 -9.08 2.65
H 2.68 7.76 -3.97
C -0.32 5.27 1.78
H -2.92 -2.91 -0.71
H 0.71 5.14 -0.72
H -1.11 0.32 3.01
H 0.45 0.83 -0.83
H 1.66 -8.98 0.50
H -1.71 6.81 1.74
H -2.79 -4.50 1.87
H -0.51 -7.76 0.39
C 2.89 7.37 -4.96
H -0.51 -4.59 0.99
H -1.36 7.40 -0.64
H -0.22 -7.09 2.00
H -1.47 -1.05 -1.39
C 2.20 8.23 -6.01
H -2.91 -4.66 4.06
C -0.01 1.63 -0.28
P -1.18 -4.07 -1.78
C -1.96 0.04 0.27
C -1.24 -2.26 0.15
N 3.67 -6.22 1.55
C 3.07 -7.12 1.94
H -2.22 -4.82 -2.32
C -0.78 6.55 1.24
C 0.26 -7.46 1.09
H -1.79 2.07 0.81
H 2.70 5.47 -6.01
H -2.10 1.87 -0.88
H -2.87 -0.62 3.91
H 1.09 6.86 -0.82
H 2.40 7.87 -7.02
C 0.19 -1.40 3.36
H 0.89 -4.56 -1.71
H 0.82 -6.64 0.63
I -4.08 -0.18 -0.21
N -1.99 -4.36 3.77
H 0.49 1.81 0.67
N 0.03 4.26 2.21
H 1.12 -0.97 3.70
H 0.06 -2.34 3.91